No. 1
Here is a molecular structure, C17H26Br24NO5 in a non-equilibrium geometry from OMol25. Energies are from wB97M-V/def2-TZVPD.

ORCA input file:
```
! RIJCOSX wB97M-V def2-TZVPD def2/J DEFGRID3
* xyz 1 1
C 2.564 -1.732 0.508
C 1.099 -2.532 0.418
O 0.709 -2.781 -0.976
N -0.233 -1.929 -1.414
C 0.286 -1.183 -2.662
C 1.268 0.015 -2.111
C 1.115 1.445 -2.921
O 2.386 1.671 -3.626
C 2.766 3.091 -3.663
C 4.391 3.398 -3.916
O 1.945 4.141 -3.562
C -1.434 -2.811 -1.813
C -2.825 -1.973 -1.578
O -3.332 -1.156 -2.505
O -3.532 -2.086 -0.285
H 3.177 -1.906 -0.501
H 3.206 -2.195 1.401
H 2.448 -0.577 0.657
H 0.273 -2.054 1.094
H 1.324 -3.604 0.893
H -0.505 -1.178 -0.742
H -0.594 -0.794 -3.349
H 0.970 -1.947 -3.260
H 1.121 0.259 -0.959
H 2.380 -0.405 -2.200
H 0.226 1.331 -3.673
H 0.836 2.263 -2.128
H 4.667 4.455 -3.497
H 4.574 3.408 -5.095
H 5.082 2.563 -3.457
H -1.473 -3.741 -1.066
H -1.310 -3.267 -2.890
H -3.435 -1.213 0.235
C -6.913 -2.651 0.073
Br -7.864 -4.118 -0.780
Br -7.738 -0.932 -0.314
Br -6.704 -2.939 1.986
H -5.907 -2.628 -0.358
C 0.057 -3.618 -6.429
Br -1.761 -3.779 -5.757
Br 0.539 -1.766 -6.777
Br 1.342 -4.492 -5.258
H 0.091 -4.143 -7.389
C 2.422 -6.550 -1.877
Br 3.650 -5.484 -2.945
Br 2.781 -6.374 0.027
Br 0.565 -6.158 -2.302
H 2.596 -7.598 -2.140
C -5.813 -0.377 4.818
Br -5.753 -2.211 5.462
Br -5.860 0.904 6.281
Br -4.367 0.001 3.572
H -6.751 -0.264 4.263
C 1.217 6.540 -0.532
Br -0.601 6.378 0.139
Br 1.699 8.392 -0.880
Br 2.502 5.665 0.639
H 1.251 6.015 -1.493
C 0.186 1.036 3.021
Br -0.824 0.203 1.581
Br 0.327 -0.128 4.573
Br 1.929 1.654 2.418
H -0.377 1.921 3.335
C 2.344 0.126 8.487
Br 1.608 1.827 7.895
Br 1.318 -1.382 7.811
Br 4.235 -0.034 8.057
H 2.262 0.105 9.579
C 0.394 7.996 4.084
Br 2.236 8.617 4.044
Br -0.741 9.019 2.881
Br 0.267 6.084 3.748
H 0.020 8.168 5.099
*
```

Summary:
LUMO energy   -0.12951 hartree
E_HOMO   -11.58 eV
Frontier orbital gap   8.059 eV

The Mulliken scheme yields these atomic charges, measured in e: number 1, C, carries -0.605; number 2, C, carries -0.084; number 3, O, carries 0.138; number 4, N, carries 0.355; number 5, C, carries -0.318; number 6, C, carries 0.078; number 7, C, carries -0.497; number 8, O, carries -0.297; number 9, C, carries 0.585; number 10, C, carries -0.836; number 11, O, carries -0.547; number 12, C, carries 0.090; number 13, C, carries 0.359; number 14, O, carries -0.488; number 15, O, carries -0.377; number 16, H, carries 0.184; number 17, H, carries 0.353; number 18, H, carries 0.006; number 19, H, carries 0.137; number 20, H, carries 0.189; number 21, H, carries -0.156; number 22, H, carries 0.460; number 23, H, carries 0.006; number 24, H, carries -0.145; number 25, H, carries 0.301; number 26, H, carries 0.247; number 27, H, carries 0.330; number 28, H, carries 0.299; number 29, H, carries 0.276; number 30, H, carries 0.275; number 31, H, carries 0.330; number 32, H, carries -0.045; number 33, H, carries 0.284; number 34, C, carries 0.297; number 35, Br, carries -0.020; number 36, Br, carries -0.018; number 37, Br, carries 0.022; number 38, H, carries -0.269; number 39, C, carries -0.399; number 40, Br, carries -0.009; number 41, Br, carries 0.000; number 42, Br, carries 0.050; number 43, H, carries 0.385; number 44, C, carries -0.318; number 45, Br, carries -0.072; number 46, Br, carries -0.034; number 47, Br, carries -0.030; number 48, H, carries 0.399; number 49, C, carries -0.370; number 50, Br, carries -0.026; number 51, Br, carries -0.036; number 52, Br, carries 0.077; number 53, H, carries 0.358; number 54, C, carries -0.088; number 55, Br, carries -0.042; number 56, Br, carries -0.009; number 57, Br, carries -0.012; number 58, H, carries 0.157; number 59, C, carries -0.374; number 60, Br, carries 0.001; number 61, Br, carries 0.089; number 62, Br, carries 0.008; number 63, H, carries 0.415; number 64, C, carries -0.314; number 65, Br, carries -0.009; number 66, Br, carries -0.054; number 67, Br, carries 0.001; number 68, H, carries 0.359; number 69, C, carries -0.324; number 70, Br, carries -0.001; number 71, Br, carries -0.011; number 72, Br, carries -0.004; number 73, H, carries 0.338

***

No. 2
Here is a molecular structure, ClCr2 from OMol25. Energies are from wB97M-V/def2-TZVPD.

ORCA input file:
```
! RIJCOSX wB97M-V def2-TZVPD def2/J DEFGRID3
* xyz 3 9
Cr 32.969 3.621 -5.056
Cr 35.630 1.930 -1.130
Cl 34.692 3.299 -3.277
*
```

Summary:
Relative energy (zero: lowest compared OMol25 entry of this formula, charge and spin)   1.6 kcal/mol
LUMO energy (spin up / spin down)   -0.66953 / -0.58354 hartree
⟨S²⟩   20.04
E_HOMO (spin up / spin down)   -25.22 / -25.40 eV
Frontier orbital gap (spin up / spin down)   6.999 / 9.525 eV

The Mulliken scheme yields these atomic charges, measured in e: number 1, Cr, carries 1.476; number 2, Cr, carries 1.588; number 3, Cl, carries -0.064

***

No. 3
Here is a molecular structure, C22H30CdO2Si in a non-equilibrium geometry from OMol25. Energies are from wB97M-V/def2-TZVPD.

ORCA input file:
```
! RIJCOSX wB97M-V def2-TZVPD def2/J DEFGRID3
* xyz 0 1
C 0.915 2.303 1.999
C -0.068 2.623 0.965
C -1.346 2.698 1.602
H 0.174 2.963 -0.045
C -1.174 2.428 2.979
C 0.200 2.225 3.239
H 0.664 2.167 4.225
H 1.993 2.410 1.885
H -2.267 3.040 1.120
H -1.953 2.488 3.736
Cd 0.207 0.361 1.008
C -1.296 -2.624 -3.194
H -2.011 -2.597 -2.359
H -1.698 -2.105 -4.075
H -0.283 -2.220 -2.957
Si -0.151 -0.759 -1.290
C 1.594 -0.560 -1.872
C 2.330 0.649 -1.815
H 1.882 1.556 -1.391
C 3.645 0.695 -2.291
H 4.208 1.631 -2.245
C 4.244 -0.453 -2.819
H 5.269 -0.420 -3.187
C 3.526 -1.662 -2.859
H 3.993 -2.559 -3.263
C 2.220 -1.719 -2.366
H 1.681 -2.668 -2.358
C -1.295 0.472 -2.040
C -0.903 1.133 -3.217
H 0.056 0.891 -3.683
C -1.707 2.145 -3.762
H -1.392 2.654 -4.674
C -2.903 2.509 -3.122
H -3.517 3.311 -3.536
C -3.293 1.862 -1.946
H -4.223 2.151 -1.446
C -2.490 0.863 -1.391
H -2.750 0.413 -0.426
H -0.669 -2.081 -0.839
H -1.103 -3.686 -3.425
C -2.393 -0.846 2.980
O -1.066 -1.085 2.485
C -0.440 -2.300 2.950
C 1.023 -2.245 2.551
O 1.553 -0.895 2.663
C 1.905 -0.521 4.023
H -2.868 -0.151 2.284
H -2.330 -0.408 3.989
H -2.955 -1.795 3.029
H -0.548 -2.400 4.044
H -0.914 -3.151 2.438
H 1.608 -2.929 3.185
H 1.132 -2.517 1.492
H 2.521 0.374 3.915
H 0.990 -0.317 4.610
H 2.472 -1.342 4.494
*
```

Summary:
Relative energy (zero: lowest compared OMol25 entry of this formula, charge and spin)   0.0 kcal/mol
LUMO energy   0.02322 hartree
E_HOMO   -6.30 eV
Frontier orbital gap   6.933 eV

The Mulliken scheme yields these atomic charges, measured in e: number 1, C, carries -0.774; number 2, C, carries -0.736; number 3, C, carries -0.643; number 4, H, carries 0.660; number 5, C, carries -0.940; number 6, C, carries -0.437; number 7, H, carries 0.536; number 8, H, carries 0.570; number 9, H, carries 0.467; number 10, H, carries 0.525; number 11, Cd, carries 1.544; number 12, C, carries -0.818; number 13, H, carries 0.304; number 14, H, carries 0.269; number 15, H, carries -0.020; number 16, Si, carries -0.391; number 17, C, carries 0.775; number 18, C, carries 0.001; number 19, H, carries 0.216; number 20, C, carries -0.730; number 21, H, carries 0.385; number 22, C, carries -0.400; number 23, H, carries 0.365; number 24, C, carries -0.685; number 25, H, carries 0.367; number 26, C, carries -0.690; number 27, H, carries 0.392; number 28, C, carries 0.923; number 29, C, carries -0.449; number 30, H, carries 0.369; number 31, C, carries -0.654; number 32, H, carries 0.381; number 33, C, carries -0.440; number 34, H, carries 0.363; number 35, C, carries -0.542; number 36, H, carries 0.394; number 37, C, carries -0.482; number 38, H, carries 0.209; number 39, H, carries -0.165; number 40, H, carries 0.309; number 41, C, carries -0.937; number 42, O, carries -0.096; number 43, C, carries -0.504; number 44, C, carries -0.637; number 45, O, carries -0.353; number 46, C, carries -0.835; number 47, H, carries 0.204; number 48, H, carries 0.287; number 49, H, carries 0.368; number 50, H, carries 0.406; number 51, H, carries 0.402; number 52, H, carries 0.447; number 53, H, carries 0.059; number 54, H, carries 0.241; number 55, H, carries 0.277; number 56, H, carries 0.342

***

no.,energy (a.u.)
1,-62870.049700
2,-2547.699709
3,-1463.873460